# 1
{
  "formula": "C17H43AsN4Pt",
  "method": "ωB97M-V/def2-TZVPD",
  "elements": ["Pt", "N", "C", "C", "N", "C", "C", "N", "C", "C", "N", "H", "H", "H", "H", "H", "H", "H", "H", "H", "H", "H", "H", "H", "H", "H", "H", "H", "H", "C", "C", "As", "C", "C", "C", "C", "H", "H", "H", "H", "H", "H", "H", "H", "H", "H", "H", "H", "H", "H", "H", "C", "C", "C", "C", "C", "H", "H", "H", "H", "H", "H", "H", "H", "H", "H"],
  "positions_angstrom": [[-0.13067, -0.63403, 0.88875], [-1.22266, -0.92713, 3.17323], [-2.03258, -2.14217, 3.05726], [-1.09646, -3.28215, 2.72498], [-0.40319, -3.07176, 1.43410], [-1.18454, -3.66432, 0.33534], [-0.71409, -3.14823, -1.00449], [-0.79246, -1.67165, -1.01402], [0.96799, -3.62347, 1.50137], [1.92009, -2.61115, 2.10937], [1.93118, -1.40087, 1.26050], [-0.57021, -1.01827, 3.94763], [-1.79263, -0.11367, 3.37952], [-2.76965, -1.99104, 2.26527], [-2.58288, -2.37365, 3.97283], [-1.62236, -4.24177, 2.71562], [-0.34284, -3.35062, 3.51212], [-2.23036, -3.38703, 0.48394], [-1.13646, -4.75883, 0.36178], [-1.31456, -3.57809, -1.80953], [0.32301, -3.41709, -1.20265], [-1.76303, -1.37556, -1.09841], [-0.31579, -1.31302, -1.83274], [1.31147, -3.86601, 0.49544], [0.98295, -4.55890, 2.06854], [2.92260, -3.03230, 2.20699], [1.59227, -2.30841, 3.10466], [2.40067, -1.58942, 0.37875], [2.45319, -0.65099, 1.70548], [2.05843, -0.68714, -2.65788], [1.82265, 0.81371, -2.60130], [0.12500, 1.31490, -1.77223], [-1.18964, 0.81631, -3.15318], [-1.16607, 1.71623, -4.38646], [0.19553, 3.26103, -1.90113], [-1.07211, 4.00319, -1.51908], [3.05364, -0.91249, -3.03857], [1.35054, -1.18887, -3.32223], [1.97924, -1.13713, -1.66410], [1.81762, 1.24587, -3.60415], [2.60692, 1.31920, -2.03732], [-2.17687, 0.82277, -2.68644], [-0.97715, -0.21525, -3.44707], [-1.47714, 2.73210, -4.15223], [-1.85670, 1.32716, -5.13437], [-0.17761, 1.75571, -4.84501], [0.45223, 3.43433, -2.95006], [1.05239, 3.57126, -1.30287], [-1.94852, 3.62535, -2.04816], [-0.96680, 5.05640, -1.77886], [-1.26773, 3.94397, -0.45085], [-1.70255, 1.83242, 1.27901], [0.79898, 2.39621, 1.18381], [0.66132, 3.80834, 1.65900], [2.20258, 1.92760, 1.00673], [-0.25964, 1.42323, 1.57180], [-1.89259, 1.94168, 0.20882], [-1.94942, 2.78734, 1.75173], [-2.42734, 1.11232, 1.66355], [1.23190, 4.50139, 1.03743], [1.06932, 3.90304, 2.67568], [-0.36597, 4.16147, 1.69924], [2.83003, 2.69273, 0.54517], [2.27130, 1.01672, 0.40582], [2.67177, 1.71705, 1.98279], [-0.16554, 1.26146, 2.66135]],
  "atomic_forces_ev_per_a": [[-0.481, -0.030, -0.400], [0.158, 0.012, 0.130], [-0.040, -0.040, 0.010], [-0.011, -0.049, 0.011], [0.167, 0.034, 0.071], [0.050, 0.001, 0.000], [-0.005, 0.005, -0.031], [-0.026, -0.042, 0.068], [0.002, 0.045, -0.013], [-0.053, -0.018, -0.009], [0.131, -0.002, 0.007], [-0.025, 0.032, 0.019], [-0.024, 0.011, -0.062], [0.004, -0.008, 0.003], [0.022, -0.016, -0.019], [-0.018, 0.027, -0.002], [-0.014, 0.004, 0.007], [-0.010, -0.002, -0.009], [0.028, 0.011, -0.003], [-0.007, 0.013, 0.052], [-0.015, -0.030, 0.004], [0.009, 0.000, -0.053], [0.010, -0.032, 0.025], [-0.007, 0.002, -0.007], [0.000, 0.019, 0.018], [-0.041, -0.022, -0.025], [0.003, -0.023, -0.011], [0.036, -0.020, 0.029], [-0.011, -0.015, 0.009], [0.037, -0.029, -0.012], [-0.044, 0.087, -0.053], [0.078, -0.083, 0.296], [-0.022, -0.015, -0.006], [0.015, -0.013, -0.013], [0.153, -0.023, -0.117], [-0.045, 0.029, 0.031], [0.008, 0.006, -0.021], [-0.020, -0.007, -0.003], [-0.011, -0.023, 0.008], [0.037, 0.003, -0.001], [-0.002, -0.001, 0.015], [0.007, 0.002, 0.002], [-0.018, 0.015, -0.003], [0.006, 0.015, -0.001], [-0.001, -0.003, -0.006], [0.001, 0.001, -0.002], [0.015, 0.023, 0.014], [-0.039, 0.018, 0.012], [-0.001, -0.007, 0.002], [-0.009, 0.005, 0.009], [0.006, 0.025, -0.026], [0.001, 0.035, -0.046], [-0.018, -0.014, -0.008], [-0.004, 0.001, -0.010], [0.062, -0.022, 0.017], [-0.029, 0.151, 0.137], [0.022, -0.011, 0.072], [0.000, 0.004, 0.010], [-0.016, -0.057, 0.009], [0.029, -0.005, -0.015], [0.004, 0.018, 0.008], [-0.036, 0.005, -0.012], [-0.002, 0.003, -0.012], [-0.027, 0.071, -0.069], [0.007, -0.009, 0.022], [0.022, -0.063, -0.043]],
  "charge": 2,
  "multiplicity": 5
}

---

# 2
{
  "formula": "C34H24BrCl2IN3O5Rh",
  "method": "ωB97M-V/def2-TZVPD",
  "elements": ["Rh", "O", "C", "C", "C", "C", "C", "C", "C", "O", "N", "N", "C", "C", "C", "C", "C", "C", "C", "O", "H", "H", "H", "H", "H", "H", "H", "H", "H", "H", "Cl", "C", "C", "C", "C", "C", "Cl", "C", "N", "C", "C", "C", "C", "C", "C", "C", "C", "O", "O", "H", "H", "H", "H", "H", "H", "H", "H", "H", "H", "Br", "C", "C", "C", "C", "C", "C", "I", "H", "H", "H", "H"],
  "positions_angstrom": [[-0.19096, -0.67957, 0.50831], [-4.65384, -0.29596, -0.34754], [-4.68875, 1.04193, -0.17485], [-5.92968, 1.66628, -0.32243], [-6.05138, 3.02917, -0.15946], [-4.94016, 3.80787, 0.15912], [-3.71453, 3.19866, 0.31503], [-3.56079, 1.81603, 0.14921], [-2.23856, 1.19428, 0.33732], [-2.10450, -0.08473, 0.07135], [-1.26091, 1.93352, 0.80248], [-0.12641, 1.19677, 1.01932], [0.87147, 1.77772, 1.62501], [2.04969, 1.12363, 2.07038], [2.96032, 1.88211, 2.85175], [4.04435, 1.31038, 3.45290], [4.26312, -0.07182, 3.30992], [3.44104, -0.83366, 2.52529], [2.34701, -0.25572, 1.82365], [1.70352, -1.00484, 0.96815], [-3.72800, -0.58787, -0.24185], [-6.78095, 1.04688, -0.56846], [-7.02059, 3.49508, -0.28364], [-5.03939, 4.87705, 0.28491], [-2.83722, 3.77575, 0.56799], [0.73142, 2.82924, 1.85014], [2.76444, 2.94014, 2.97858], [4.72331, 1.90855, 4.04511], [5.09787, -0.53415, 3.82074], [3.61165, -1.89109, 2.37446], [4.86290, 0.28770, -0.41853], [5.24181, -0.54578, -1.88688], [6.58754, -0.60201, -2.22634], [7.00734, -1.34290, -3.31173], [6.07380, -2.03853, -4.06290], [4.73684, -1.95404, -3.73555], [3.59642, -2.81975, -4.71431], [4.25974, -1.19565, -2.65071], [2.88393, -1.21570, -2.42077], [2.01611, -0.18409, -2.12484], [2.40554, 1.15339, -2.13036], [1.51263, 2.16138, -1.78763], [0.19166, 1.87415, -1.49873], [-0.24426, 0.56029, -1.62560], [0.63149, -0.48228, -1.94934], [0.07627, -1.85048, -2.25726], [0.41345, -2.84699, -1.14241], [1.31733, -3.66036, -1.24352], [-0.33711, -2.61960, -0.11703], [7.29783, -0.07997, -1.60160], [8.05668, -1.39194, -3.56474], [6.37125, -2.63453, -4.91312], [2.47811, -2.14972, -2.46452], [3.41531, 1.40979, -2.40826], [1.85894, 3.18635, -1.77165], [-0.50296, 2.65599, -1.22771], [-1.30276, 0.33316, -1.54765], [0.44110, -2.21527, -3.21886], [-1.01140, -1.77800, -2.29124], [-2.78222, -4.04801, 1.40794], [-3.82217, -2.63374, 2.07549], [-5.20031, -2.67585, 1.90685], [-5.99614, -1.64963, 2.38521], [-5.42643, -0.56629, 3.03671], [-4.05376, -0.51061, 3.20594], [-3.25826, -1.54471, 2.72681], [-1.19450, -1.36139, 3.02251], [-5.63697, -3.51870, 1.39124], [-7.06652, -1.69701, 2.24284], [-6.04333, 0.24015, 3.40576], [-3.59752, 0.33952, 3.69362]],
  "atomic_forces_ev_per_a": [[-0.618, 0.675, -0.332], [-0.100, 0.118, -0.047], [0.038, 0.010, -0.013], [0.048, -0.063, 0.024], [-0.012, 0.000, -0.004], [-0.009, 0.005, 0.020], [0.012, -0.090, -0.043], [-0.154, -0.086, -0.106], [0.463, 0.338, 0.866], [-0.588, -0.439, 0.702], [-0.972, -0.213, 0.056], [0.974, 0.457, 1.626], [-1.204, -0.287, -0.684], [0.804, -0.528, 0.264], [-0.405, -0.142, -0.182], [0.265, -0.104, 0.119], [-0.046, 0.215, 0.011], [-0.286, 0.055, -0.364], [-0.049, 0.406, 0.038], [0.037, -0.437, 0.286], [0.068, -0.012, 0.029], [-0.027, -0.014, -0.019], [-0.007, 0.001, 0.000], [0.012, 0.006, 0.002], [0.025, 0.028, 0.016], [0.025, 0.084, -0.011], [-0.029, 0.024, 0.027], [-0.022, 0.003, 0.010], [0.013, -0.028, -0.012], [0.020, -0.008, -0.018], [-0.202, -0.052, 0.058], [-0.100, -0.059, 0.021], [-0.028, -0.007, -0.019], [-0.047, -0.020, -0.020], [0.051, -0.011, -0.028], [-0.011, 0.070, -0.014], [-0.008, -0.039, -0.046], [0.185, 0.116, -0.252], [-0.386, -0.271, 0.503], [0.498, 0.279, -0.200], [0.096, -0.589, 0.047], [-0.665, 0.021, 0.050], [0.764, 0.814, -0.863], [-0.185, -0.143, -0.358], [0.035, -0.521, 0.486], [0.080, -0.064, -0.527], [0.610, 0.267, -0.196], [-0.509, 0.156, -0.116], [0.064, -0.439, 0.835], [-0.001, 0.018, 0.008], [0.019, -0.002, -0.006], [0.002, -0.021, -0.011], [0.033, 0.207, 0.113], [0.089, 0.002, 0.034], [0.017, 0.026, 0.011], [0.117, -0.040, -0.170], [0.513, 0.124, -0.736], [0.055, 0.052, -0.041], [0.054, -0.003, -0.145], [-0.038, -0.022, 0.008], [-0.003, -0.052, 0.016], [0.005, -0.024, 0.030], [0.053, 0.009, 0.031], [-0.018, -0.044, -0.005], [0.056, 0.019, -0.065], [0.084, 0.224, -0.122], [0.503, 0.005, -0.557], [-0.016, -0.015, -0.006], [-0.028, 0.003, -0.018], [-0.020, 0.038, 0.003], [0.011, 0.012, 0.009]]
}

---

# 3
{
  "formula": "C34H37HoN5",
  "method": "ωB97M-V/def2-TZVPD",
  "elements": ["Ho", "N", "N", "C", "C", "C", "C", "H", "H", "H", "C", "C", "H", "H", "H", "C", "C", "H", "H", "H", "C", "H", "H", "H", "C", "H", "H", "H", "C", "H", "C", "H", "C", "H", "C", "H", "C", "C", "H", "C", "C", "H", "C", "H", "N", "C", "C", "C", "H", "C", "C", "H", "H", "H", "C", "H", "C", "C", "H", "H", "H", "C", "H", "H", "H", "N", "C", "C", "C", "C", "N", "C", "C", "H", "H", "H", "H"],
  "positions_angstrom": [[1.23937, 0.34981, 0.15149], [2.79657, 2.04793, 0.32827], [-0.26981, 2.33335, -1.20660], [-1.27396, -1.02315, 1.28179], [-1.12100, 0.28697, 1.81136], [0.16913, 0.37382, 2.42463], [0.78356, 1.55767, 3.08840], [0.03102, 2.34342, 3.23252], [1.61915, 2.00452, 2.51007], [1.18228, 1.26309, 4.07173], [0.76408, -0.92976, 2.34937], [1.84198, -1.39460, 3.25269], [1.52765, -1.33819, 4.30742], [2.74412, -0.77794, 3.15032], [2.10650, -2.43481, 3.02869], [-0.07653, -1.74918, 1.52559], [0.18023, -3.16579, 1.14955], [1.22397, -3.32317, 0.82930], [-0.46124, -3.46032, 0.30557], [-0.02660, -3.85001, 1.98931], [-2.19991, 1.27658, 2.00796], [-2.66745, 1.14434, 2.99909], [-2.98442, 1.16155, 1.25526], [-1.82051, 2.30424, 1.95360], [-2.54604, -1.62693, 0.82891], [-2.37265, -2.40097, 0.07246], [-3.19005, -0.87077, 0.37067], [-3.09609, -2.08812, 1.66739], [4.23431, 1.91586, 0.27398], [4.68424, 2.54259, 1.06551], [4.82376, 2.20539, -1.04853], [5.91213, 2.13602, -1.10638], [4.06303, 2.48343, -2.14248], [4.52886, 2.53296, -3.12543], [2.69351, 2.70542, -2.00505], [2.05607, 2.95719, -2.85116], [2.11580, 2.59073, -0.71259], [0.72750, 2.78112, -0.35665], [0.43476, 3.42681, 0.47178], [-0.59955, 0.98508, -1.35427], [-1.10720, 3.14667, -1.99188], [-1.02106, 4.21654, -2.01368], [-1.96396, 2.31874, -2.59667], [-2.74958, 2.52400, -3.30220], [-1.76068, 1.03807, -2.06929], [-2.79063, 0.06132, -2.11146], [-4.10224, 0.47282, -1.79394], [-5.14194, -0.43987, -1.98432], [-6.16610, -0.12424, -1.78364], [-4.90982, -1.72726, -2.46410], [-6.08711, -2.63313, -2.69843], [-5.85188, -3.68332, -2.48593], [-6.43278, -2.57161, -3.74105], [-6.92562, -2.32432, -2.06015], [-3.59599, -2.12342, -2.73666], [-3.40808, -3.12291, -3.13322], [-2.51946, -1.24005, -2.56392], [-1.13104, -1.67397, -2.89698], [-0.59106, -0.91763, -3.47697], [-1.18321, -2.59007, -3.50058], [-0.53254, -1.91401, -2.00215], [-4.42510, 1.83268, -1.27213], [-4.33426, 2.60136, -2.04672], [-3.81167, 2.13269, -0.41304], [-5.46768, 1.84518, -0.93973], [6.14905, -1.74166, 4.76807], [5.78153, -1.41401, 3.70564], [5.21999, -1.07316, 2.41856], [5.06433, 0.22852, 2.01608], [4.57086, 0.43411, 0.64533], [3.46892, -0.49783, 0.34018], [3.86728, -1.77533, 0.54685], [4.77890, -2.09800, 1.55326], [5.38078, 1.08850, 2.60870], [5.41856, 0.13172, -0.01132], [3.46599, -2.54131, -0.12808], [5.06675, -3.12202, 1.77003]],
  "atomic_forces_ev_per_a": [[0.548, 0.147, 0.833], [-0.354, 0.595, 0.200], [-2.236, -0.486, -2.424], [0.951, 0.526, 0.377], [1.101, -0.735, 0.133], [-0.604, -1.234, 0.004], [0.246, 0.424, 0.498], [0.204, -0.089, 0.075], [-0.398, -0.221, 0.281], [-0.080, 0.204, -0.128], [-0.864, 0.511, -0.479], [0.835, -0.098, -0.029], [-0.040, -0.046, -0.241], [-0.076, -0.266, 0.106], [0.100, 0.224, 0.118], [0.069, 1.036, 0.703], [0.083, -0.506, -0.104], [-0.292, -0.010, 0.216], [0.130, -0.037, 0.235], [0.089, 0.024, -0.268], [-0.370, 0.523, -0.130], [0.057, 0.085, -0.245], [-0.010, 0.074, 0.090], [-0.135, -0.109, -0.018], [-0.408, -0.066, -0.527], [-0.149, 0.031, 0.120], [-0.106, -0.202, 0.083], [0.137, 0.101, -0.206], [-0.260, -0.868, 0.648], [0.103, -0.024, -0.033], [0.439, 0.516, -1.460], [-0.235, -0.160, -0.198], [1.732, -0.538, 0.769], [0.009, 0.179, 0.130], [-2.604, -0.051, 0.548], [0.159, 0.198, 0.172], [1.009, 0.333, -1.134], [1.179, -0.865, 1.583], [0.068, -0.341, -0.177], [-0.699, 2.216, 0.611], [0.763, -0.819, 0.270], [0.256, 0.028, -0.108], [-0.820, -0.031, 0.267], [-0.008, -0.088, 0.098], [0.788, 0.240, -0.783], [-0.359, -0.438, -0.620], [0.311, -0.698, -0.306], [0.404, -0.028, -0.121], [0.212, -0.067, 0.068], [0.245, 0.078, 0.045], [-0.208, -0.164, -0.064], [-0.039, 0.229, -0.033], [0.105, -0.037, 0.211], [0.174, -0.175, -0.152], [-0.104, 0.452, 0.139], [0.004, 0.202, 0.164], [-0.670, 0.165, 0.098], [0.395, -0.523, -0.260], [-0.058, -0.068, 0.200], [0.085, 0.190, 0.115], [-0.245, 0.217, -0.197], [-0.533, 0.566, 0.270], [-0.063, -0.108, 0.329], [0.035, -0.081, -0.347], [0.097, -0.028, 0.016], [-0.507, 0.675, -2.077], [0.223, -0.559, 1.858], [0.330, 1.861, 0.284], [0.234, -0.689, 1.346], [0.278, -0.106, -0.631], [-0.274, 0.040, -0.617], [0.826, 0.285, 0.866], [-0.581, -1.325, -1.482], [-0.170, -0.316, 0.092], [-0.066, 0.085, -0.034], [-0.259, -0.024, 0.594], [-0.132, 0.063, -0.223]],
  "charge": -1,
  "multiplicity": 5
}

---

One value per record, in order, for F_max: 0.6, 1.9, 3.3 eV Å⁻¹.
One value per record, in order, for ΔE to the lowest compared entry with this formula, charge and spin: 42.5, 107.6, 37.6 kJ/mol.